Record 1
# C20H55N5O5

A cluster of 5 separate species, C20H55N5O5 in total at a distorted geometry (ωB97M-V with the def2-TZVPD basis set, the OMol25 dataset).

Last column: Löwdin spin population.
Geometry (Å):
C: 0.90652 7.20632 3.47011  0.0000
C: -0.00437 6.73676 4.63939  0.0000
C: -0.87536 5.57829 4.32513  0.0000
O: -1.61735 5.35938 5.59386  0.0000
C: -2.90140 4.66364 5.41399  0.0000
N: 0.95787 6.41439 5.64046  0.0000
H: 0.22431 7.47448 2.66340  0.0000
H: 1.73054 6.57422 3.13915  0.0000
H: 1.37749 8.16669 3.67984  0.0000
H: -0.62152 7.55859 5.00248  0.0000
H: -0.33236 4.69650 3.98499  0.0000
H: -1.46704 5.93379 3.48155  0.0000
H: -3.15424 4.05168 6.27983  0.0000
H: -2.90098 3.96092 4.58075  0.0000
H: -3.67350 5.41634 5.25453  0.0000
H: 0.51665 5.92812 6.40790  0.0000
H: 1.59288 7.17435 5.83879  0.0000
C: 0.73410 -3.76992 3.30254  0.0000
C: 0.06334 -2.59303 4.11159  0.0000
C: -1.46892 -2.79067 4.08990  0.0000
O: -2.10776 -2.95925 2.91027  0.0001
C: -2.52490 -1.71553 2.27515  0.0005
N: 0.70716 -2.52651 5.51340  0.0000
H: 0.13301 -3.98382 2.41879  0.0000
H: 0.95633 -4.65700 3.89567  0.0000
H: 1.75376 -3.62086 2.94735  0.0000
H: 0.11793 -1.59437 3.67825  0.0000
H: -1.81068 -1.89495 4.60854  0.0000
H: -1.80439 -3.56814 4.77629  0.0000
H: -3.27894 -1.13137 2.80267  0.0000
H: -2.97965 -2.06769 1.34926  0.0004
H: -1.61185 -1.20205 1.97388  0.0001
H: 1.69903 -2.40376 5.36771  0.0000
H: 0.34709 -1.66422 5.89668  0.0000
C: 2.05373 -1.62919 -1.08695  0.0001
C: 2.94257 -0.99253 -2.11643  0.0017
C: 3.80997 -2.03211 -2.89674  0.0017
O: 4.94462 -2.39524 -2.22124  0.0008
C: 5.86997 -3.11204 -2.94965  0.0002
N: 2.02202 -0.45392 -3.13809  0.0197
H: 2.73431 -2.10653 -0.38193  0.0000
H: 1.41828 -2.42780 -1.46975  0.0000
H: 1.37600 -0.88069 -0.67639  0.0000
H: 3.52115 -0.19271 -1.65424  0.0002
H: 4.26892 -1.62713 -3.79864  0.0000
H: 3.33485 -2.94725 -3.25012  0.0001
H: 6.38995 -2.55900 -3.73185  0.0000
H: 5.44472 -3.96738 -3.47470  0.0000
H: 6.58434 -3.43705 -2.19325  0.0000
H: 1.53094 -1.27415 -3.46394  -0.0003
H: 2.71707 -0.32655 -3.85972  0.0014
C: 0.94592 -3.29324 -6.28530  0.0000
C: -0.01003 -2.65033 -5.27970  -0.0001
C: -1.44708 -2.97766 -5.46620  0.0001
O: -2.22927 -2.34070 -4.41194  0.0002
C: -3.55496 -2.74270 -4.28587  0.0000
N: 0.35239 -3.03451 -3.93350  0.0004
H: 1.98425 -3.17887 -5.97407  0.0000
H: 0.94215 -2.92899 -7.31263  0.0000
H: 0.54269 -4.30591 -6.28902  0.0000
H: 0.21945 -1.58517 -5.30932  -0.0001
H: -1.57758 -4.05981 -5.46066  0.0000
H: -1.75298 -2.53705 -6.41509  0.0000
H: -3.96611 -2.04481 -3.55648  0.0000
H: -3.57580 -3.74488 -3.85775  0.0000
H: -4.08711 -2.71187 -5.23665  0.0000
H: 0.20534 -4.03003 -3.84749  0.0000
H: -0.41281 -2.69728 -3.36705  0.0000
C: -2.17521 -0.18305 -1.33654  0.0747
C: -1.54152 1.14893 -1.70044  0.0935
C: -0.73770 1.83379 -0.57331  0.0001
O: -1.73468 2.25795 0.42854  0.0056
C: -1.25795 3.15444 1.38086  0.0005
N: -0.62848 0.97760 -2.81338  0.7112
H: -1.48887 -1.02622 -1.41470  -0.0013
H: -2.88560 -0.35961 -2.14417  0.0001
H: -2.82012 -0.11858 -0.46016  0.0130
H: -2.31970 1.85998 -1.97784  0.0261
H: -0.24586 2.74009 -0.92658  0.0003
H: 0.00479 1.16007 -0.14561  -0.0005
H: -2.16722 3.53850 1.84328  0.0000
H: -0.75643 4.02778 0.96392  0.0001
H: -0.72073 2.53852 2.10206  0.0004
H: 0.22756 0.62337 -2.41110  0.0250
H: -0.97695 0.30022 -3.47658  0.0238

The calculation puts the energy above the lowest of the compared OMol25 structures with the same formula, charge and spin at 10.3 kcal/mol. The value obtained for the energy is -39306.1322 eV. For the HOMO-LUMO gap (spin up / spin down), the calculation gives 7.92 / 2.15 eV. The total charge is +1. The calculation puts the LUMO energy (spin up / spin down) at -2.34 / -8.11 eV. The spin multiplicity is 2. As for the expectation value of S²: 0.75. The value obtained for the HOMO energy (spin up / spin down) is -10.26 / -10.26 eV.

---

Record 2
# C20H55N7O9

A cluster of 6 separate species, C20H55N7O9 in total at a distorted geometry (ωB97M-V with the def2-TZVPD basis set, the OMol25 dataset).

Last column: Löwdin charge in e.
Geometry (Å):
C: 17.75972 18.11351 14.29093  -0.7373
O: 17.81251 16.99292 14.76603  0.0140
N: 16.65485 18.84809 14.24272  0.1644
N: 18.79111 18.83500 13.83351  0.1729
H: 16.70218 19.79470 13.89409  0.0978
H: 15.78372 18.33716 14.24367  0.0927
H: 18.84381 19.79399 13.52143  0.0967
H: 19.63668 18.29496 13.94975  0.1010
C: 18.22401 13.16375 16.71418  -0.7863
O: 18.52445 12.01105 16.91023  0.0542
N: 17.93604 13.63197 15.56088  0.1377
N: 18.24058 14.27683 17.40264  0.1517
H: 17.53770 14.53023 15.32766  0.0776
H: 17.84661 12.99761 14.78007  0.1145
H: 18.64273 14.29480 18.32888  0.1133
H: 18.09058 15.14206 16.90402  0.0951
C: 14.30526 14.98718 14.09167  -0.0991
O: 14.31620 14.29280 12.84455  -0.2065
C: 15.60778 14.08632 12.19778  -0.1745
C: 15.55764 12.99335 11.09852  -0.2370
N: 15.60159 11.67033 11.68305  -0.0720
C: 15.47392 10.55148 10.63125  -0.1429
C: 15.80764 9.11802 11.21887  -0.2280
O: 15.64532 8.13881 10.20582  -0.1799
C: 15.88568 6.84569 10.82818  -0.1047
H: 13.33555 15.14599 14.56333  0.0855
H: 14.56047 16.02036 13.85522  0.0639
H: 15.06285 14.61876 14.78339  0.0745
H: 16.40189 13.84248 12.90354  0.1029
H: 15.79113 15.04060 11.70383  0.1154
H: 16.28043 13.22273 10.31549  0.1155
H: 14.63266 13.09788 10.53101  0.1084
H: 14.97432 11.61582 12.47276  0.1048
H: 16.12569 10.76729 9.78461  0.1068
H: 14.47765 10.67317 10.20590  0.1059
H: 15.00852 8.97828 11.94708  0.1105
H: 16.76624 9.09845 11.73734  0.1204
H: 16.80433 6.74458 11.40626  0.0786
H: 15.94188 5.98604 10.16044  0.0828
H: 15.11460 6.66067 11.57616  0.0802
C: 16.81213 26.19836 10.79070  -0.0878
O: 17.94917 25.76253 11.51682  -0.1804
C: 17.73906 24.59124 12.14459  -0.2770
C: 19.02820 23.97373 12.80460  -0.1712
N: 18.76753 22.93612 13.77981  -0.0879
C: 19.89673 22.70900 14.53794  -0.2517
C: 19.74472 23.56094 15.83040  -0.1441
O: 18.60046 22.96165 16.51356  -0.2316
C: 17.93075 23.54412 17.60990  -0.1060
H: 16.54825 25.47567 10.01846  0.0876
H: 17.30557 26.97620 10.20792  0.0942
H: 15.99975 26.47530 11.46258  0.0939
H: 17.43856 23.81324 11.44244  0.1141
H: 16.86001 24.64158 12.78743  0.1187
H: 19.55774 24.78406 13.30606  0.1072
H: 19.69848 23.63533 12.01447  0.1237
H: 18.16396 23.13025 14.56619  0.0952
H: 20.81134 22.94424 13.99362  0.1247
H: 19.90656 21.64251 14.76329  0.1035
H: 19.58816 24.62282 15.64046  0.1200
H: 20.59041 23.42929 16.50549  0.1185
H: 17.80629 24.62702 17.60484  0.0882
H: 18.46566 23.37463 18.54457  0.0664
H: 17.03461 22.93858 17.74523  0.0887
C: 21.89221 16.19273 15.82533  -0.1020
O: 21.26446 17.46450 16.03666  -0.2272
C: 21.06528 17.86759 17.43224  -0.1850
C: 19.73112 18.57557 17.53368  -0.2155
N: 19.27909 18.74686 18.91973  -0.0471
C: 17.96159 19.44809 19.01846  -0.1787
C: 17.45027 19.44714 20.50231  -0.1860
O: 18.44182 19.87148 21.44159  -0.2155
C: 19.19058 21.10287 21.24907  -0.0824
H: 21.60252 15.38130 16.49317  0.0758
H: 22.96277 16.21807 16.02914  0.0793
H: 21.56688 15.97577 14.80795  0.0901
H: 22.02589 18.29454 17.72083  0.1203
H: 21.19229 16.96891 18.03617  0.1052
H: 19.03873 18.01553 16.90490  0.0983
H: 19.77722 19.53164 17.01205  0.1143
H: 19.39962 17.79467 19.23439  0.1040
H: 17.23480 18.85609 18.46190  0.1067
H: 17.98119 20.43204 18.54996  0.0956
H: 17.19635 18.44083 20.83518  0.1215
H: 16.67143 20.20979 20.50908  0.1111
H: 18.77250 21.85020 21.92345  0.0826
H: 19.08346 21.49969 20.23941  0.0521
H: 20.27528 20.99605 21.25780  0.0850
O: 13.93267 20.29047 13.28590  -0.0491
H: 13.51802 21.02864 13.73265  0.0336
H: 13.24099 19.92430 12.73460  0.0348

The calculation puts the energy above the lowest of the compared OMol25 structures with the same formula, charge and spin at 105.9 kcal/mol. The value obtained for the energy is -50483.5104 eV. For the HOMO-LUMO gap, the calculation gives 8.67 eV. The calculation puts the LUMO energy at 0.18 eV. The value obtained for the HOMO energy is -8.49 eV.

---

Record 3
# C20H56ClN4O4

A structure of composition C20H56ClN4O4 at a distorted geometry (ωB97M-V with the def2-TZVPD basis set, the OMol25 dataset).

Last column: Löwdin charge in e.
Geometry (Å):
Cl: 0.53879 -0.06177 -0.51961  0.7484
C: -0.19340 -3.87626 0.32914  -0.0487
C: -1.53656 -3.44998 1.01070  -0.1228
N: -1.67878 -1.90165 1.13597  -0.1630
C: -0.41309 -1.27905 1.77886  -0.0799
C: -1.89166 -1.29877 -0.30472  -0.2600
C: -3.07312 -1.73470 -1.11504  -0.0577
C: -2.95260 -1.75364 1.98973  -0.0134
C: -3.56331 -0.26254 2.05021  -0.1108
O: -2.59143 0.57386 2.66999  -0.2887
C: -3.02221 1.92979 2.73169  -0.0797
H: 0.64495 -3.96291 1.02035  0.0776
H: -0.01687 -3.34355 -0.60529  0.0719
H: -0.18678 -4.93984 0.09072  0.0966
H: -1.58732 -3.98570 1.95861  0.1379
H: -2.36682 -3.90560 0.47109  0.1234
H: -0.26933 -1.56883 2.81975  0.1416
H: -0.50050 -0.19330 1.73881  0.0265
H: 0.40105 -1.59334 1.12578  0.0059
H: -0.96140 -1.44031 -0.85488  0.0240
H: -2.02834 -0.22339 -0.19081  0.0516
H: -3.12451 -1.43842 -2.16274  0.0970
H: -4.04192 -1.52730 -0.66060  0.0992
H: -3.08341 -2.79026 -1.38668  0.0948
H: -2.72352 -2.03773 3.01682  0.1454
H: -3.70333 -2.39637 1.52995  0.1322
H: -4.53121 -0.14958 2.53860  0.1439
H: -3.74614 0.13778 1.05301  0.1075
H: -3.18405 2.36166 1.74407  0.0473
H: -2.18079 2.51596 3.10115  0.1021
H: -3.92050 2.06627 3.33381  0.1316
C: 3.51467 -1.57180 2.84203  0.0085
C: 2.34896 -0.81241 2.08215  -0.2636
C: 1.73564 0.25217 2.99370  -0.0917
O: 0.60721 0.82737 2.25105  -0.2687
C: -0.46915 1.07573 3.09527  -0.1389
N: 2.90250 -0.14339 0.81594  0.1530
H: 2.15272 0.34975 0.35254  0.0100
H: 3.45479 0.68951 0.96214  0.1931
H: 3.35374 -0.80200 0.19730  0.1080
H: 4.34510 -0.89626 3.04729  0.0942
H: 3.94804 -2.48755 2.43990  0.0945
H: 3.06499 -1.82157 3.80302  0.0977
H: 1.68983 -1.59624 1.70897  0.0965
H: 2.50718 0.99827 3.18387  0.1512
H: 1.42041 -0.18042 3.94322  0.1518
H: -0.89294 0.11008 3.37100  0.0917
H: -1.17461 1.63324 2.47915  0.0427
H: -0.26199 1.59626 4.03027  0.1414
C: -2.07971 1.03777 -2.16133  -0.0482
C: -1.52438 2.21216 -1.36255  -0.2119
C: -1.90114 2.25864 0.16628  -0.1619
O: -1.19798 3.32736 0.88743  -0.1961
C: -1.88003 4.58427 0.87891  -0.0602
N: 0.01073 2.15247 -1.58894  0.1247
H: 0.47002 1.35399 -1.17471  -0.1519
H: 0.28227 2.12632 -2.56140  0.1329
H: 0.54372 2.90964 -1.18556  0.1604
H: -3.16825 1.03738 -2.21774  0.1154
H: -1.80754 0.01436 -1.90317  0.0196
H: -1.86321 1.13271 -3.22539  0.1027
H: -1.80880 3.16634 -1.80612  0.1536
H: -1.43690 1.37908 0.61231  0.0799
H: -2.97529 2.35779 0.32273  0.1232
H: -2.90204 4.53018 1.25398  0.0970
H: -1.92749 5.00610 -0.12503  0.0946
H: -1.44241 5.30890 1.56557  0.1086
C: 4.75053 -0.58744 -2.91505  0.0067
C: 3.56434 0.36698 -2.51755  -0.2413
C: 2.78510 0.70245 -3.79993  -0.1489
O: 2.34028 -0.52486 -4.45014  -0.1763
C: 1.56917 -0.35633 -5.62909  -0.0824
N: 2.72606 -0.27336 -1.40886  0.0116
H: 2.01696 0.35182 -1.05330  -0.0973
H: 2.36171 -1.11345 -1.83500  0.1520
H: 3.33268 -0.64072 -0.68972  0.0542
H: 5.28296 -0.92652 -2.02643  0.0867
H: 5.38974 0.00831 -3.56665  0.1061
H: 4.48686 -1.44186 -3.53839  0.0994
H: 3.82337 1.23834 -1.91611  0.1541
H: 3.50164 1.30174 -4.36165  0.1462
H: 1.93835 1.37707 -3.67344  0.1028
H: 2.05903 0.16468 -6.45170  0.1045
H: 0.58004 0.07078 -5.46380  0.0837
H: 1.34068 -1.30433 -6.11612  0.1020

The calculation puts the energy above the lowest of the compared OMol25 structures with the same formula, charge and spin at 307.2 kcal/mol. The value obtained for the energy is -48282.1882 eV. For the HOMO-LUMO gap, the calculation gives 9.32 eV. The total charge is +3. The calculation puts the LUMO energy at -8.48 eV. The value obtained for the HOMO energy is -17.80 eV.